{
  "formula": "C2H9NO5",
  "method": "the ωB97M-V functional and the def2-TZVPD basis",
  "symbols": ["C", "N", "O", "O", "O", "H", "H", "H", "H", "H", "C", "O", "O", "H", "H", "H", "H"],
  "positions_angstrom": [[1.49, 1.04, 0.01], [0.87, 1.88, -0.92], [1.34, -0.42, -0.61], [1.75, -1.41, 0.30], [0.96, 1.05, 1.25], [1.43, -1.07, 1.16], [-0.04, 0.95, 1.21], [2.57, 1.21, 0.08], [1.34, 1.87, -1.81], [-0.11, 1.62, -1.04], [-1.50, -1.66, -0.25], [-1.02, -0.35, -0.08], [-1.80, 0.42, 1.02], [-2.52, 0.86, 0.54], [-1.69, -2.12, 0.73], [-2.39, -1.70, -0.87], [-0.66, -2.18, -0.72]],
  "homo_energy_ev": -9.01,
  "gap_ev": 9.3,
  "smiles": "N[C@@H](O)OO.COO",
  "total_charge": 0
}

=====

{
  "formula": "C2H9NOS",
  "method": "the ωB97M-V functional and the def2-TZVPD basis",
  "symbols": ["C", "S", "H", "H", "H", "H", "N", "C", "O", "H", "H", "H", "H", "H"],
  "positions_angstrom": [[-0.91, -1.02, -1.36], [-2.60, -0.42, -1.48], [-0.96, -2.08, -1.67], [-0.56, -0.97, -0.31], [-0.22, -0.56, -2.03], [-2.76, -0.66, -2.68], [1.97, 1.21, 2.65], [1.61, 0.93, 1.22], [2.29, -0.22, 0.45], [1.65, 1.98, 3.28], [2.65, 0.69, 3.05], [1.86, 1.81, 0.62], [0.47, 0.70, 1.22], [3.16, -0.34, 0.89]],
  "homo_energy_ev": -8.86,
  "gap_ev": 9.7,
  "smiles": "NCO.CS",
  "total_charge": 0
}

=====

{
  "formula": "C2H9NS2",
  "method": "the ωB97M-V functional and the def2-TZVPD basis",
  "symbols": ["S", "S", "H", "H", "C", "C", "N", "H", "H", "H", "H", "H", "H", "H"],
  "positions_angstrom": [[-3.17, -1.38, 1.93], [-1.82, -0.96, 3.52], [-2.18, -1.53, 1.04], [-0.73, -1.44, 2.90], [0.39, 1.52, -1.18], [0.98, 0.15, -1.39], [1.10, -0.59, -0.14], [1.14, 2.20, -0.78], [0.11, 1.93, -2.16], [-0.57, 1.53, -0.67], [0.37, -0.49, -2.01], [1.97, 0.19, -1.85], [0.42, -0.27, 0.52], [1.98, -0.85, 0.27]],
  "homo_energy_ev": -8.66,
  "gap_ev": 8.8,
  "smiles": "CCN.SS",
  "total_charge": 0
}

=====

{
  "formula": "C2H9NS2",
  "method": "the ωB97M-V functional and the def2-TZVPD basis",
  "symbols": ["S", "S", "H", "H", "C", "C", "N", "H", "H", "H", "H", "H", "H", "H"],
  "positions_angstrom": [[0.51, 2.16, -3.29], [-1.48, 1.93, -3.33], [0.77, 1.12, -2.47], [-1.58, 1.44, -2.07], [1.30, -0.70, 0.94], [-0.17, -0.56, 0.65], [-0.97, -0.99, 1.82], [1.93, -0.10, 0.29], [1.58, -0.46, 1.96], [1.60, -1.73, 0.76], [-0.49, 0.45, 0.34], [-0.58, -1.25, -0.08], [-0.52, -0.71, 2.69], [-1.89, -0.59, 1.78]],
  "spin_multiplicity": 2,
  "homo_energy_ev": [-11.96, -11.96],
  "gap_ev": [6.5, 2.9],
  "total_charge": 1
}

=====

| no. | total energy (Eh) | F_max (Eh/bohr) |
| --- | --- | --- |
| 1 | -512.33192 | 0.0514 |
| 2 | -609.70136 | 0.0761 |
| 3 | -932.68627 | 0.0386 |
| 4 | -932.36409 | 0.0403 |